A) {
  "formula": "C2H7N2",
  "method": "ωB97M-V with the def2-TZVPD basis set",
  "e_homo_ev": -14.8810,
  "smiles": "N[C@H]1C[NH2+]1",
  "orbital_gap_ev": 11.5,
  "charge": 1,
  "species": ["N", "C", "C", "N", "H", "H", "H", "H", "H", "H", "H"],
  "positions_angstrom": [[1.57266, 0.05690, 0.13209], [0.37099, -0.24704, -0.55160], [-0.84264, -0.79940, 0.08948], [-0.73376, 0.67274, 0.03746], [2.24860, 0.34933, -0.57309], [1.84659, -0.28881, 1.04338], [0.30073, -0.25121, -1.64299], [-1.61891, -1.16052, -0.76313], [-1.02960, -1.22714, 1.11523], [-1.46710, 1.12785, -0.45648], [-0.66611, 1.09291, 0.90017]],
  "lowdin_charge": [0.1010, -0.2226, -0.0287, 0.1186, 0.1133, 0.1171, 0.1698, 0.1872, 0.1557, 0.1558, 0.1328]
}

=====

B) {
  "formula": "C2H7N2",
  "method": "ωB97M-V with the def2-TZVPD basis set",
  "e_homo_ev": -14.0740,
  "orbital_gap_ev": 9.6,
  "charge": 1,
  "species": ["C", "C", "N", "N", "H", "H", "H", "H", "H", "H", "H"],
  "positions_angstrom": [[-0.14387, 0.98771, -0.13512], [-0.20735, -1.04988, 0.02002], [-1.17782, 0.02073, -0.17573], [0.93461, -0.03413, -0.26495], [0.00024, 2.00121, -0.71359], [-0.14154, 1.69297, 1.57552], [-0.09196, -1.48589, 1.04227], [-0.30804, -1.75191, -0.85280], [-1.85823, 0.08006, 0.47749], [1.24078, -0.30953, -1.28383], [1.75318, -0.15134, 0.31072]],
  "lowdin_charge": [-0.1650, -0.0814, 0.0059, 0.0870, 0.1454, 0.2226, 0.1532, 0.1510, 0.0851, 0.2309, 0.1654]
}

=====

Least stable = B)

=====

A) {
  "formula": "C5H6FN",
  "method": "ωB97M-V with the def2-TZVPD basis set",
  "e_homo_ev": -8.3648,
  "smiles": "Cc1cc[nH]c1F",
  "orbital_gap_ev": 9.4,
  "species": ["C", "C", "C", "C", "N", "C", "F", "H", "H", "H", "H", "H", "H"],
  "positions_angstrom": [[-2.27492, 0.39664, 0.10689], [-0.74059, -0.07287, -0.01513], [-0.42736, -1.43510, -0.18894], [0.90991, -1.60007, 0.00734], [1.44047, -0.26167, 0.23500], [0.39270, 0.65784, -0.02014], [0.87407, 1.94692, -0.11527], [-2.96892, -0.55898, -0.15858], [-2.48851, 0.91624, 1.10227], [-2.39497, 1.01969, -0.79986], [-1.06160, -2.32152, 0.05152], [1.45140, -2.46414, -0.22155], [2.35431, 0.03951, 0.07848]],
  "lowdin_charge": [-0.0418, -0.2482, -0.1060, -0.0816, 0.0927, -0.2382, 0.0579, 0.1097, 0.0830, 0.0550, 0.1227, 0.0833, 0.1116]
}

=====

B) {
  "formula": "C5H6FN",
  "method": "ωB97M-V with the def2-TZVPD basis set",
  "e_homo_ev": -9.1143,
  "smiles": "C#C/C(=C\\F)CN",
  "orbital_gap_ev": 10.0,
  "species": ["C", "C", "C", "C", "F", "C", "N", "H", "H", "H", "H", "H", "H"],
  "positions_angstrom": [[-0.51051, 2.59758, -1.18870], [-0.41546, 1.54069, -0.61159], [-0.13470, 0.38610, 0.15754], [-0.14926, 0.31781, 1.51098], [-0.47727, 1.36248, 2.28545], [0.26089, -0.79129, -0.65694], [0.45487, -2.11111, -0.09965], [-0.65285, 3.35509, -1.90702], [0.08214, -0.62417, 2.02583], [1.18863, -0.56227, -1.12846], [-0.46551, -0.89574, -1.45590], [1.18213, -2.11551, 0.65459], [-0.36311, -2.45966, 0.41386]],
  "lowdin_charge": [0.1504, -0.0950, -0.2536, -0.0850, 0.0357, -0.2783, -0.0124, 0.0237, 0.1167, 0.1146, 0.1219, 0.0859, 0.0755]
}

=====

Least stable = B)

=====

A) {
  "formula": "Cl2H4Si2",
  "method": "ωB97M-V with the def2-TZVPD basis set",
  "e_homo_ev": -8.6070,
  "orbital_gap_ev": 7.9,
  "species": ["Si", "Si", "Cl", "Cl", "H", "H", "H", "H"],
  "positions_angstrom": [[1.64073, -0.25694, 0.42203], [-1.28214, 0.24392, -0.66115], [-2.39157, 1.47676, 0.67687], [-2.09717, -1.52327, -0.21383], [2.95483, -0.39330, -0.48374], [1.71168, 1.09875, 1.04123], [1.09615, -1.35853, 1.12686], [-1.63251, 0.71263, -1.90827]],
  "lowdin_charge": [0.5885, -0.2671, 0.0857, 0.1822, -0.1040, -0.1535, -0.1777, -0.1541]
}

=====

B) {
  "formula": "Cl2H4Si2",
  "method": "ωB97M-V with the def2-TZVPD basis set",
  "e_homo_ev": -8.9161,
  "orbital_gap_ev": 7.8,
  "species": ["Si", "Si", "Cl", "Cl", "H", "H", "H", "H"],
  "positions_angstrom": [[-1.65905, -2.45606, -1.14590], [1.22751, 1.13288, 1.10239], [-0.47478, 1.49075, 0.04661], [1.59875, 2.84166, 2.12210], [2.25836, 1.26420, 0.20073], [-2.13668, -1.07935, -1.40627], [-2.07359, -2.96976, -2.56019], [1.25947, -0.22431, 1.64053]],
  "lowdin_charge": [0.5355, -0.2515, 0.2035, 0.2351, -0.1274, -0.2841, -0.2400, -0.0711]
}

=====

C) {
  "formula": "Cl2H4Si2",
  "method": "ωB97M-V with the def2-TZVPD basis set",
  "e_homo_ev": -10.3060,
  "smiles": "[SiH3][SiH](Cl)Cl",
  "orbital_gap_ev": 10.6,
  "species": ["Si", "Si", "Cl", "Cl", "H", "H", "H", "H"],
  "positions_angstrom": [[1.27395, -0.26135, -0.20146], [-1.07363, 0.24558, 0.44390], [-2.21598, -1.41448, 1.00418], [-1.95022, 1.10085, -1.37328], [1.40167, -1.53394, -0.99827], [1.78870, 0.48004, -1.30448], [2.04750, 0.17564, 0.99859], [-1.27199, 1.20766, 1.43081]],
  "lowdin_charge": [0.4841, -0.2167, 0.1605, 0.0688, -0.1015, -0.1515, -0.1172, -0.1265]
}

=====

Least stable = B)

=====

A) {
  "formula": "C6H10BrN2",
  "method": "ωB97M-V with the def2-TZVPD basis set",
  "e_homo_ev": -13.1984,
  "orbital_gap_ev": 10.0,
  "charge": 1,
  "species": ["C", "C", "C", "C", "C", "C", "N", "N", "Br", "H", "H", "H", "H", "H", "H", "H", "H", "H", "H"],
  "positions_angstrom": [[-0.27035, 3.08927, -0.54398], [-1.03341, -0.02213, 0.31770], [-0.34512, 1.12481, 0.00357], [1.17321, 0.61028, 0.01365], [1.03940, -0.87274, -0.01132], [-0.91832, -2.54633, 0.33852], [0.20025, 3.12726, -1.68031], [-0.25992, -1.22188, 0.69441], [-2.96840, -0.28270, 0.48873], [-0.43045, 3.58292, 0.37280], [1.72340, 1.00192, -0.73403], [1.66344, 0.97062, 1.04713], [1.00688, -1.20119, -1.08107], [1.93903, -1.36419, 0.40672], [-1.34395, -2.41437, -0.63971], [-0.20245, -3.41417, 0.40471], [-1.73856, -2.82649, 0.98350], [0.64609, 3.91486, -2.13432], [0.11923, -1.25576, 1.75330]],
  "lowdin_charge": [0.0101, -0.6403, -0.0272, -0.1598, -0.1537, -0.0404, 0.1375, -0.1512, 0.7662, 0.0871, 0.0616, 0.1698, 0.1583, 0.1449, 0.0851, 0.1277, 0.0704, 0.0992, 0.2546]
}

=====

B) {
  "formula": "C6H10BrN2",
  "method": "ωB97M-V with the def2-TZVPD basis set",
  "e_homo_ev": -13.4288,
  "smiles": "CC1=C[C@@](N)(Br)[NH2+]C=C1",
  "orbital_gap_ev": 8.9,
  "charge": 1,
  "species": ["C", "C", "C", "C", "N", "Br", "N", "C", "C", "H", "H", "H", "H", "H", "H", "H", "H", "H", "H"],
  "positions_angstrom": [[-2.01333, 1.47927, -0.98676], [-1.02498, 0.66942, -0.29542], [-0.11127, -0.04766, -0.95575], [0.99761, -0.78962, -0.26837], [1.39019, -1.99159, -0.83131], [2.77616, 0.56399, -0.13844], [0.77601, -0.93689, 1.21788], [0.06570, 0.20946, 1.85394], [-0.77737, 0.96369, 1.14857], [-1.94474, 2.46929, -0.55948], [-2.99605, 0.93845, -1.12576], [-1.91928, 1.50272, -2.15308], [-0.08511, -0.15678, -1.97959], [1.44182, -1.99204, -1.87128], [2.25754, -2.45627, -0.66405], [1.71926, -1.14161, 1.46924], [0.20956, -1.71450, 1.62548], [0.35252, 0.53350, 2.81002], [-1.11425, 1.89715, 1.70417]],
  "lowdin_charge": [-0.0463, -0.2654, -0.0223, -0.6219, 0.0919, 0.5201, 0.0699, -0.0485, 0.0197, 0.0904, 0.1203, 0.1320, 0.1072, 0.1415, 0.1002, 0.1134, 0.2137, 0.1176, 0.1666]
}

=====

Least stable = A)